one | {"formula": "C4H6NO2", "method": "ωB97M-V with the def2-TZVPD basis set", "multiplicity": 1, "homo_lumo_gap_ev": 10.46, "charge": 1, "homo_ev": -14.73, "species": ["C", "C", "C", "C", "N", "O", "O", "H", "H", "H", "H", "H", "H"], "coordinates": [[2.471, -0.473, 0.168], [1.252, -1.143, 0.006], [2.146, 0.857, 0.044], [-3.387, 0.419, -0.015], [0.315, -0.243, -0.204], [0.851, 0.989, -0.174], [-2.379, -0.240, -0.005], [3.435, -0.901, 0.355], [1.042, -2.196, 0.031], [2.743, 1.751, 0.094], [-3.407, 1.457, -0.371], [-4.346, 0.012, 0.325], [-0.737, -0.290, -0.255]], "mulliken_charge": [-0.443, -0.112, -0.067, -0.057, 0.255, -0.206, -0.518, 0.392, 0.455, 0.442, 0.225, 0.267, 0.367]}

---

two | {"formula": "C4H6NO2", "method": "ωB97M-V with the def2-TZVPD basis set", "multiplicity": 1, "homo_lumo_gap_ev": 9.35, "charge": 1, "homo_ev": -13.94, "species": ["C", "C", "C", "C", "N", "O", "O", "H", "H", "H", "H", "H", "H"], "coordinates": [[0.477, 0.614, -0.392], [-0.282, 1.749, -0.648], [0.044, 1.499, 0.651], [1.729, -1.278, 0.401], [-2.658, -0.337, -0.535], [1.157, -0.408, -0.651], [-1.599, -0.909, -0.379], [-0.841, 2.265, -1.435], [-3.422, -1.002, -0.473], [0.131, 1.667, 1.757], [2.006, -0.450, 1.100], [2.468, -1.687, -0.226], [0.790, -1.723, 0.830]], "mulliken_charge": [0.729, -0.403, -0.105, -0.570, -0.039, -0.338, -0.191, 0.362, 0.245, 0.410, 0.295, 0.304, 0.300]}

---

three | {"formula": "C4H6NO2", "method": "ωB97M-V with the def2-TZVPD basis set", "multiplicity": 1, "homo_lumo_gap_ev": 11.16, "charge": 1, "homo_ev": -16.55, "species": ["C", "C", "O", "N", "C", "C", "O", "H", "H", "H", "H", "H", "H"], "coordinates": [[-0.568, 1.836, -0.573], [-0.646, 0.477, 0.090], [-1.605, -0.014, 0.566], [0.599, -0.417, 0.041], [0.278, -1.771, -0.365], [1.837, -0.036, 0.303], [2.926, 0.215, 0.487], [-1.370, 1.868, -1.398], [-0.762, 2.640, 0.190], [0.342, 2.050, -1.033], [-0.697, -1.899, 0.097], [0.866, -2.657, -0.127], [0.256, -1.685, -1.371]], "mulliken_charge": [-1.000, 0.545, -0.347, 0.010, -0.970, 0.698, -0.139, 0.311, 0.321, 0.386, 0.360, 0.389, 0.436]}

---

Least stable: two

---

one | {"formula": "C5H12NO", "method": "ωB97M-V with the def2-TZVPD basis set", "multiplicity": 1, "homo_lumo_gap_ev": 9.23, "charge": 1, "homo_ev": -14.29, "species": ["C", "C", "C", "C", "N", "C", "H", "H", "H", "H", "H", "H", "H", "H", "H", "H", "H", "H", "O"], "coordinates": [[2.935, 0.460, 1.302], [1.569, 1.117, 1.369], [0.498, 0.062, 1.280], [-0.407, 0.001, 0.313], [-1.312, -1.108, 0.268], [-1.823, -1.532, -0.837], [3.732, 1.146, 1.596], [3.214, 0.122, 0.309], [2.956, -0.346, 2.032], [1.393, 1.642, 0.406], [1.344, 1.914, 2.079], [0.491, -0.590, 2.159], [-0.823, 0.847, -0.230], [-1.270, -1.786, 1.029], [-1.934, -0.728, -1.570], [-2.424, -2.424, -0.967], [-2.060, 0.115, -3.729], [-3.362, 0.690, -3.730], [-2.718, 0.395, -3.079]], "mulliken_charge": [-1.062, -0.530, -0.393, -0.029, -0.025, 0.139, 0.320, 0.316, 0.315, 0.251, 0.404, 0.298, 0.375, 0.310, 0.027, 0.296, 0.329, 0.315, -0.655]}

---

two | {"formula": "C5H12NO", "method": "ωB97M-V with the def2-TZVPD basis set", "multiplicity": 1, "homo_lumo_gap_ev": 10.00, "charge": 1, "homo_ev": -14.45, "species": ["C", "C", "C", "C", "C", "N", "H", "H", "H", "H", "H", "H", "H", "H", "H", "H", "H", "H", "O"], "coordinates": [[1.650, -0.798, 0.912], [0.962, 0.520, 0.563], [0.391, 0.500, -0.820], [1.015, 0.899, -1.909], [-2.012, -0.192, -0.936], [-0.771, -0.375, -1.076], [2.432, -1.123, 0.235], [2.171, -0.592, 1.858], [1.071, -1.668, 1.208], [0.259, 0.890, 1.305], [1.753, 1.269, 0.625], [1.754, 1.637, -1.745], [0.833, 0.824, -2.972], [-2.687, -1.000, -1.184], [-2.371, 0.738, -0.560], [-0.469, -1.236, -1.514], [-2.650, -0.590, 1.960], [-1.431, 0.368, 2.384], [-1.901, -0.070, 1.667]], "mulliken_charge": [-1.195, -0.170, 0.097, -0.887, -0.216, 0.092, 0.363, 0.356, 0.352, 0.174, 0.368, 0.314, 0.322, 0.327, 0.320, 0.356, 0.280, 0.293, -0.544]}

---

Least stable: one